Here is C35H36N9O5S2W as an isolated structure in a non-equilibrium geometry from the Open Molecules 2025 dataset. Energies are from the ωB97M-V functional and the def2-TZVPD basis.

Each line ends with the Löwdin charge.
Geometry (Å):
W  0.075  0.675  1.336  1.646
N  1.295  2.796  5.197  0.087
C  0.658  2.138  4.202  -0.821
S  1.438  0.785  3.484  0.821
N  -0.524  2.546  3.869  -0.001
N  -1.104  1.804  2.839  -0.133
C  -2.316  2.207  2.630  -0.063
C  -3.259  1.705  1.665  -0.157
C  -4.511  2.330  1.598  -0.027
C  -5.483  1.888  0.726  -0.083
C  -5.206  0.783  -0.075  -0.073
C  -3.978  0.151  -0.022  -0.007
C  -2.968  0.616  0.828  -0.332
O  -1.798  -0.005  0.856  -0.264
H  2.227  2.546  5.466  0.086
H  0.830  3.564  5.648  0.103
H  -2.651  3.018  3.269  0.133
H  -4.705  3.171  2.253  0.117
H  -6.441  2.385  0.670  0.104
H  -5.966  0.404  -0.747  0.106
H  -3.792  -0.715  -0.641  0.088
C  3.358  -2.268  1.484  -0.005
C  2.038  -1.581  1.551  -0.322
N  1.801  -0.415  0.999  -0.164
N  2.871  0.231  0.390  0.110
C  2.650  1.516  0.422  -0.454
O  1.597  2.017  0.993  -0.244
C  3.598  2.446  -0.218  -0.157
C  4.779  1.976  -0.788  -0.029
C  5.638  2.860  -1.414  -0.069
C  5.323  4.213  -1.476  -0.077
C  4.149  4.681  -0.906  -0.071
C  3.286  3.800  -0.274  -0.013
C  0.923  -2.069  2.296  -0.281
C  0.899  -3.281  3.003  -0.012
C  -0.212  -3.606  3.735  -0.058
C  -1.294  -2.715  3.755  -0.038
C  -1.217  -1.545  3.045  -0.102
N  -0.131  -1.214  2.312  -0.111
H  3.966  -1.836  0.696  0.077
H  3.234  -3.338  1.308  0.075
H  3.894  -2.150  2.428  0.104
H  5.005  0.921  -0.744  0.112
H  6.555  2.497  -1.859  0.105
H  5.997  4.901  -1.970  0.104
H  3.907  5.735  -0.951  0.104
H  2.369  4.152  0.180  0.118
H  1.768  -3.924  2.986  0.116
H  -0.245  -4.525  4.305  0.113
H  -2.177  -2.917  4.343  0.113
H  -2.023  -0.828  3.054  0.112
C  -1.745  -4.916  -1.003  -0.054
C  -1.282  -3.977  0.136  -0.133
N  -0.592  -2.822  -0.424  -0.119
C  0.680  -3.236  -0.999  -0.125
C  0.475  -4.435  -1.949  -0.047
N  -0.998  -4.499  -2.242  -0.082
C  -1.479  -3.140  -2.690  -0.047
C  -1.452  -2.238  -1.446  -0.146
H  -2.805  -4.816  -1.234  0.135
H  -1.521  -5.965  -0.820  0.134
H  -0.605  -4.498  0.814  0.121
H  -2.141  -3.640  0.717  0.131
H  1.370  -3.515  -0.204  0.111
H  1.101  -2.390  -1.542  0.120
H  0.745  -5.393  -1.504  0.135
H  0.996  -4.321  -2.898  0.139
H  -1.165  -5.180  -2.978  0.187
H  -2.473  -3.269  -3.116  0.137
H  -0.791  -2.792  -3.460  0.125
H  -2.446  -2.132  -1.017  0.104
H  -1.098  -1.253  -1.722  0.087
O  0.494  -0.586  -3.188  -0.309
S  0.890  0.661  -2.574  0.688
O  2.281  0.979  -2.554  -0.240
N  0.205  0.782  -1.059  -0.085
C  -0.466  1.928  -0.963  -0.479
O  -0.812  2.320  0.178  -0.057
C  -0.716  2.648  -2.231  -0.116
C  -1.503  3.757  -2.478  0.022
C  -1.575  4.204  -3.792  -0.044
C  -0.877  3.558  -4.810  -0.046
C  -0.084  2.442  -4.557  -0.016
C  -0.033  2.010  -3.249  -0.203
H  -2.039  4.248  -1.677  0.130
H  -2.181  5.066  -4.031  0.113
H  -0.949  3.936  -5.821  0.114
H  0.462  1.946  -5.347  0.127

Atoms 1-6, force components in eV/Å:
-0.1 0.0 1.3
0.0 -0.1 0.0
-0.2 0.2 0.1
0.1 0.1 -0.2
0.1 -0.2 -0.1
-0.2 0.2 -0.1

Computed properties:
- gap between HOMO and LUMO (alpha / beta) (eV) = 5.8 / 6.2
- total charge = +1
- strongest force on any atom (eV/A) = 1.273
- E_LUMO (alpha / beta) (eV) = -2.82 / -2.92
- HOMO energy (alpha / beta) (eV) = -8.63 / -9.15
- E_tot (eV) = -84020.073
- energy above the lowest of the compared OMol25 structures with the same formula, charge and spin (kcal/mol) = 9.3

---

Here is C35H37AsN2OSTc as an isolated structure in a non-equilibrium geometry from the Open Molecules 2025 dataset. Energies are from the ωB97M-V functional and the def2-TZVPD basis.

Each line ends with the Löwdin charge.
Geometry (Å):
Tc  0.107  0.052  0.110  1.081
C  -0.011  2.130  -0.601  -0.220
C  -1.306  1.718  -0.195  -0.254
C  -1.959  0.701  -0.910  -0.132
C  -1.312  0.055  -1.976  -0.139
C  -0.050  0.434  -2.359  -0.147
C  0.593  1.501  -1.700  -0.131
H  0.470  2.962  -0.101  0.113
H  -1.806  2.240  0.611  0.073
H  -2.943  0.397  -0.600  0.113
H  -1.808  -0.760  -2.485  0.119
H  0.445  -0.067  -3.176  0.112
H  1.578  1.817  -2.001  0.116
O  -0.094  -2.139  -0.407  -0.236
N  0.808  -2.891  -0.945  -0.166
C  0.656  -3.214  -2.243  0.011
C  1.571  -4.017  -2.876  -0.018
C  2.669  -4.485  -2.166  -0.024
C  2.808  -4.137  -0.826  0.024
C  1.857  -3.338  -0.208  -0.191
S  2.320  -1.022  1.024  1.074
H  -0.224  -2.801  -2.698  0.135
H  1.420  -4.260  -3.911  0.119
H  3.401  -5.106  -2.640  0.115
H  3.650  -4.474  -0.256  0.115
C  2.640  5.902  6.119  -0.040
C  1.933  4.848  5.336  -0.259
C  0.566  4.669  5.442  -0.006
C  -0.094  3.666  4.746  -0.327
C  -1.579  3.575  4.890  -0.086
C  0.635  2.791  3.928  -0.303
As  -0.589  1.510  3.066  1.408
N  0.474  0.300  2.016  -0.370
C  1.410  -0.465  2.426  -0.700
C  1.739  -0.864  3.747  -0.081
C  2.485  -1.915  4.127  -0.061
C  3.037  -3.031  3.404  -0.082
C  2.818  -3.472  2.149  -0.089
C  1.896  -2.818  1.197  -0.424
C  -1.197  0.238  4.442  -0.297
C  -2.194  -0.630  3.983  -0.286
C  -2.691  -0.657  2.571  -0.088
C  -2.764  -1.548  4.857  -0.007
C  -2.390  -1.622  6.184  -0.258
C  -3.011  -2.598  7.119  -0.040
C  -1.403  -0.753  6.620  -0.006
C  -0.793  0.168  5.782  -0.282
C  0.283  1.001  6.407  -0.048
C  2.003  3.023  3.730  -0.266
C  2.880  2.307  2.754  -0.048
C  2.618  4.032  4.458  -0.012
H  1.938  6.522  6.666  0.077
H  3.227  6.549  5.467  0.087
H  3.327  5.457  6.839  0.089
H  -0.007  5.323  6.076  0.117
H  -1.921  4.277  5.646  0.086
H  -1.930  2.579  5.197  0.064
H  -2.087  3.826  3.953  0.082
H  1.347  -0.248  4.542  0.077
H  2.677  -1.958  5.191  0.113
H  3.699  -3.642  3.996  0.109
H  3.329  -4.359  1.842  0.099
H  0.860  -2.801  1.578  0.139
H  -2.753  0.339  2.120  0.036
H  -3.684  -1.100  2.541  0.083
H  -2.040  -1.264  1.926  0.070
H  -3.529  -2.209  4.486  0.117
H  -3.757  -3.206  6.619  0.078
H  -3.492  -2.089  7.946  0.087
H  -2.263  -3.263  7.541  0.086
H  -1.082  -0.796  7.648  0.123
H  0.737  0.445  7.223  0.089
H  -0.121  1.919  6.829  0.093
H  1.069  1.299  5.721  0.055
H  2.347  2.027  1.846  0.053
H  3.318  1.411  3.183  0.081
H  3.696  2.958  2.469  0.084
H  3.670  4.196  4.310  0.121

Atoms 1-6, force components in eV/Å:
-0.4 0.5 -3.9
-0.3 0.8 0.2
0.1 0.6 0.3
0.3 -0.4 1.0
-0.4 -0.3 0.2
0.7 0.0 -0.2

Computed properties:
- gap between HOMO and LUMO (alpha / beta) (eV) = 5.5 / 6.0
- total charge = +1
- strongest force on any atom (eV/A) = 3.981
- E_LUMO (alpha / beta) (eV) = -3.58 / -3.42
- HOMO energy (alpha / beta) (eV) = -9.07 / -9.46
- E_tot (eV) = -115786.752
- energy above the lowest of the compared OMol25 structures with the same formula, charge and spin (kcal/mol) = 0.0

---

Here is C35H37BF4P2Sn as an isolated structure in a non-equilibrium geometry from the Open Molecules 2025 dataset. Energies are from the ωB97M-V functional and the def2-TZVPD basis.

Each line ends with the Löwdin charge.
Geometry (Å):
Sn  0.171  1.105  1.509  1.172
C  -1.858  1.139  -2.678  -0.078
C  -1.908  -0.181  -2.472  -0.128
C  -1.248  -1.193  -3.359  -0.186
C  0.099  -0.761  -3.976  -0.172
C  1.017  0.122  -3.156  -0.127
C  0.959  1.457  -3.070  -0.096
C  0.058  2.282  -3.938  -0.178
C  -1.402  1.774  -3.960  -0.179
C  1.534  0.745  3.270  -0.314
H  -2.282  1.853  -1.971  0.088
H  -2.598  -0.600  -1.730  0.083
H  -1.913  -1.461  -4.191  0.121
H  -1.103  -2.119  -2.809  0.078
H  0.670  -1.684  -4.187  0.114
H  -0.102  -0.314  -4.964  0.106
H  1.896  -0.406  -2.773  0.078
H  1.732  2.041  -2.553  0.065
H  0.428  2.300  -4.980  0.121
H  0.082  3.322  -3.588  0.106
H  -2.026  2.652  -4.151  0.111
H  -1.516  1.113  -4.822  0.100
H  1.051  1.395  4.011  -0.007
H  2.619  0.912  3.282  0.002
H  1.311  -0.305  3.499  -0.007
P  -1.530  -0.808  0.817  0.985
P  2.273  -0.049  0.418  0.934
C  -0.237  -1.340  -0.341  -0.309
C  1.114  -1.064  -0.516  -0.333
C  -2.529  -2.276  1.216  -0.336
C  -2.834  -3.199  0.191  -0.097
C  -3.637  -4.313  0.463  -0.084
C  -4.124  -4.538  1.756  -0.077
C  -3.825  -3.629  2.773  -0.060
C  -3.068  -2.498  2.505  -0.053
C  -2.769  0.576  0.429  -0.344
C  -2.373  1.925  0.318  -0.237
C  -3.281  2.947  0.095  -0.094
C  -4.635  2.661  -0.059  -0.075
C  -5.061  1.340  0.072  -0.070
C  -4.155  0.303  0.338  -0.070
C  3.598  -1.069  1.093  -0.337
C  3.282  -2.318  1.680  -0.075
C  4.311  -3.184  2.056  -0.077
C  5.649  -2.793  1.925  -0.079
C  5.957  -1.515  1.431  -0.083
C  4.944  -0.648  1.036  -0.082
C  2.922  1.634  0.146  -0.384
C  2.812  2.711  1.082  -0.127
C  3.086  4.024  0.688  -0.068
C  3.474  4.310  -0.620  -0.069
C  3.609  3.262  -1.537  -0.087
C  3.425  1.935  -1.131  -0.134
H  -0.598  -2.202  -0.912  0.045
H  1.617  -1.643  -1.313  0.071
H  -2.447  -3.046  -0.824  0.089
H  -3.866  -5.011  -0.346  0.104
H  -4.724  -5.428  1.964  0.107
H  -4.187  -3.810  3.791  0.118
H  -2.881  -1.789  3.305  0.086
H  -1.298  2.246  0.348  -0.042
H  -2.916  3.972  0.036  0.113
H  -5.345  3.458  -0.270  0.105
H  -6.115  1.096  -0.018  0.104
H  -4.524  -0.715  0.481  0.106
H  2.237  -2.594  1.820  0.111
H  4.068  -4.172  2.457  0.109
H  6.452  -3.468  2.234  0.106
H  7.003  -1.202  1.360  0.107
H  5.184  0.355  0.672  0.102
H  2.473  2.553  2.105  0.055
H  2.969  4.835  1.416  0.115
H  3.659  5.341  -0.926  0.109
H  3.830  3.486  -2.582  0.113
H  3.562  1.118  -1.846  0.108
F  -0.640  -1.153  3.638  0.003
B  -1.247  -0.206  4.538  -1.201
F  -0.390  0.059  5.606  0.124
F  -1.442  1.029  3.757  -0.021
F  -2.501  -0.685  4.941  0.105

Atoms 1-6, force components in eV/Å:
2.0 -0.2 2.8
-0.6 -0.1 -0.3
-0.7 0.2 -0.3
-0.1 0.1 -0.4
0.5 -0.4 -0.5
0.5 0.4 -0.3

Computed properties:
- gap between HOMO and LUMO (eV) = 6.3
- total charge = 0
- strongest force on any atom (eV/A) = 3.439
- E_LUMO (eV) = -0.85
- HOMO energy (eV) = -7.10
- E_tot (eV) = -72850.536
- energy above the lowest of the compared OMol25 structures with the same formula, charge and spin (kcal/mol) = 69.9